A 4-piece molecular cluster, C28H33O12 overall. Source: OMol25; level of theory: ωB97M-V with the def2-TZVPD basis set.

```
73
C28H33O12 | OMol25 | ωB97M-V with the def2-TZVPD basis set
C 0.90099 -0.39288 -0.66041
C 2.31228 0.00010 -0.15002
C 2.75237 1.40766 -0.57989
C 2.32012 2.44619 0.44525
C 2.26759 3.89715 -0.05520
C 0.91245 4.56039 0.12843
C -0.20537 3.98231 -0.76770
C -1.25720 3.17363 -0.01060
C -1.87176 2.04691 -0.84694
C -3.28494 1.65305 -0.37432
H 0.54076 0.42269 -1.29753
H 0.20488 -0.40124 0.19696
H 3.04380 -0.69775 -0.56907
H 2.32338 -0.07173 0.94131
H 3.83962 1.41121 -0.69869
H 2.29144 1.64927 -1.53814
H 2.99878 2.39039 1.29785
H 1.34060 2.14822 0.82336
H 2.57870 3.97896 -1.09634
H 2.97047 4.48162 0.54255
H 1.02757 5.62110 -0.09765
H 0.61299 4.48445 1.17544
H 0.24323 3.38632 -1.56063
H -0.69039 4.84308 -1.22701
H -2.07304 3.83532 0.29434
H -0.80356 2.74039 0.87771
H -1.89634 2.32310 -1.89823
H -1.23939 1.17064 -0.72269
H -3.95613 1.48390 -1.21234
H -3.24601 0.71044 0.16776
H -3.70691 2.40096 0.29363
C -0.81462 -2.61263 -6.52834
C -0.98020 -1.45910 -5.86982
C -0.27991 -1.16276 -4.56215
O -0.50184 -0.06991 -4.08000
C 0.58824 -2.18477 -3.99720
C 0.74678 -3.33516 -4.66358
C 0.06727 -3.62069 -5.97058
O 0.29100 -4.69306 -6.51189
O 1.52260 -4.33067 -4.22857
O -1.76205 -0.47478 -6.29054
H -1.31071 -2.82997 -7.46383
H 1.06922 -1.97855 -3.04223
H 1.45114 -5.03267 -4.90092
H -1.67420 0.22225 -5.60632
C -1.00740 3.39342 6.01628
C -1.05008 3.13450 4.70045
C -0.09430 2.16936 4.04439
O -0.22935 1.99458 2.85151
C 0.91632 1.52348 4.86265
C 0.95690 1.78728 6.17467
C -0.01310 2.73229 6.83582
O 0.09726 2.89315 8.04027
O 1.84099 1.24913 7.00662
O -1.91597 3.68961 3.87085
H -1.68763 4.08107 6.49815
H 1.60447 0.84572 4.37660
H 1.63194 1.61438 7.88771
H -1.72125 3.32362 2.98216
C -1.00691 -5.28024 -0.98060
C -1.21092 -6.29949 -0.13437
C -0.87242 -6.21999 1.32385
O -1.12113 -7.21618 2.00652
C -0.28837 -5.00844 1.82712
C -0.08397 -3.97042 0.98118
C -0.44547 -4.04368 -0.46415
O -0.21034 -3.02143 -1.08062
O 0.44998 -2.81655 1.32582
O -1.73571 -7.47511 -0.50034
H -1.24921 -5.33344 -2.03337
H -0.03116 -4.96528 2.87611
H 0.49067 -2.24962 0.49458
H -1.76374 -7.99725 0.32572
```

The calculation puts the strongest force on any atom at 0.02502 hartree/bohr. For the molar mass, the calculation gives 561.560 Da. The total charge is -1. The electronic energy comes out at -1989.54816 Eh.

A 2-piece molecular cluster, C3H5IN2O overall. Source: OMol25; level of theory: ωB97M-V with the def2-TZVPD basis set.

```
12
C3H5IN2O | OMol25 | ωB97M-V with the def2-TZVPD basis set
H 0.89206 -0.82410 1.56956
N 0.87444 -1.33806 0.73072
C -0.14043 -1.05780 0.08400
C -1.23037 -0.08934 0.38636
I -3.34906 -0.15275 -0.08600
H -0.31992 -1.65936 -0.80434
H -0.86409 0.58730 -0.28338
H -1.13347 0.38110 1.30218
N -0.45314 2.60163 -1.42698
C -0.89569 2.77522 -0.33515
O -1.41215 2.95081 0.67056
H 0.30915 2.57379 -2.03149
```

The calculation puts the strongest force on any atom at 0.07232 hartree/bohr. The SMILES is [H]/N=C\CI.N=C=O. For the molar mass, the calculation gives 211.990 Da. As for the relative energy (zero: lowest compared OMol25 entry of this formula, charge and spin): 10.14 kcal per mole. The electronic energy comes out at -599.70442 Eh.

A 3-piece molecular cluster, C13H33NO4PS overall. Source: OMol25; level of theory: ωB97M-V with the def2-TZVPD basis set.

```
53
C13H33NO4PS | OMol25 | ωB97M-V with the def2-TZVPD basis set
S 0.89145 -3.91060 -2.67686
P -0.27290 -2.95543 -3.94011
C -1.68943 -4.08657 -4.65188
C -2.81692 -3.09720 -5.39150
C -3.64339 -2.22255 -4.27225
C -4.15102 -3.24537 -3.05514
C -3.79476 -4.83061 -3.41225
N -2.25424 -4.87487 -3.49116
H -0.81732 -1.71900 -3.36201
H 0.62239 -2.49140 -5.00881
H -1.27546 -4.77130 -5.53742
H -2.31561 -2.33541 -6.13099
H -3.60482 -3.74676 -5.98275
H -4.58467 -1.76772 -4.79925
H -3.02784 -1.33431 -3.81462
H -5.31700 -3.09292 -2.96849
H -3.60098 -2.96736 -2.03320
H -4.06030 -5.49704 -2.45859
H -4.31593 -5.22134 -4.38418
H -1.89128 -5.86370 -3.59069
H -1.93588 -4.48821 -2.55287
C 0.62311 0.52654 2.36413
O 1.20959 -0.51988 1.59777
C 0.24523 -1.49323 1.18285
C -0.14207 -1.30057 -0.28593
O -0.86531 -0.08008 -0.47690
C -0.05212 0.94837 -1.03163
H 1.35707 1.33081 2.46350
H -0.26946 0.93148 1.88415
H 0.37166 0.15686 3.36272
H -0.63983 -1.46765 1.82981
H 0.71590 -2.47513 1.29644
H -0.80983 -2.11651 -0.58325
H 0.74257 -1.33632 -0.93371
H 0.13613 0.74027 -2.08927
H 0.89858 1.04531 -0.49889
H -0.59327 1.89387 -0.95128
C 3.79722 6.59214 3.90294
O 3.79942 6.07988 5.23104
C 2.50257 5.63346 5.64148
C 2.39437 4.10747 5.57777
O 2.44503 3.63885 4.22612
C 3.72054 3.10517 3.88704
H 4.83507 6.71238 3.58069
H 3.29602 5.91708 3.20715
H 3.30965 7.57144 3.88549
H 1.71715 6.10903 5.04189
H 2.37110 5.95216 6.68056
H 1.42201 3.80686 5.98300
H 3.17411 3.63234 6.18583
H 3.85350 2.13170 4.36873
H 4.53240 3.77716 4.18092
H 3.75778 2.96837 2.80391
```

The calculation puts the strongest force on any atom at 0.07028 hartree/bohr. For the molar mass, the calculation gives 330.451 Da. The total charge is +1. The electronic energy comes out at -1609.94116 Eh.

One molecule with the formula C14H21NO2S2. Source: OMol25; level of theory: ωB97M-V with the def2-TZVPD basis set.

```
40
C14H21NO2S2 | OMol25 | ωB97M-V with the def2-TZVPD basis set
C -0.04724 0.58548 2.04809
C -0.87769 0.33712 0.75015
C -1.20318 1.77668 0.20974
C -2.14550 -0.51271 0.93669
C -3.04722 -0.60249 -0.32549
C -2.19177 -1.43741 -1.29060
C -0.95970 -1.78772 -0.47113
C -0.24061 -3.01968 -0.96757
C -1.57495 -1.95955 0.94408
C -0.03564 -0.56933 -0.25417
N 0.38204 0.08275 -1.52430
S 2.03608 0.02251 -1.88918
O 2.63138 -1.24071 -1.48747
O 2.23668 0.43618 -3.32016
C 2.60807 1.37226 -0.77109
C 2.88211 1.17691 0.52383
C 3.37198 2.36297 1.20613
C 3.48875 3.38132 0.33176
S 3.02649 2.98518 -1.30908
H 0.42004 -0.34049 2.45127
H -0.62478 1.04669 2.86215
H 0.74941 1.32207 1.79827
H -0.32842 2.43176 0.11462
H -1.66695 1.75059 -0.78713
H -1.90647 2.22682 0.94066
H -2.66584 -0.21167 1.84247
H -3.97369 -1.15718 -0.06199
H -3.31777 0.37242 -0.78116
H -1.95111 -0.84893 -2.17684
H -2.78558 -2.31300 -1.63693
H 0.59342 -3.27577 -0.31878
H -0.92179 -3.90367 -1.00171
H 0.14924 -2.77946 -1.98743
H -0.84205 -2.06392 1.74562
H -2.36132 -2.71707 1.03611
H 0.82656 -0.96547 0.28011
H 0.01525 1.02617 -1.58869
H 2.80496 0.21157 1.05104
H 3.59106 2.42307 2.27510
H 3.85576 4.37567 0.60305
```

The calculation puts the strongest force on any atom at 0.07946 hartree/bohr. The SMILES is CC1(C)[C@H]2CC[C@](C)(C2)[C@H]1NS(=O)(=O)c1cccs1. For the molar mass, the calculation gives 299.461 Da. As for the relative energy (zero: lowest compared OMol25 entry of this formula, charge and spin): 2.53 kcal per mole. The electronic energy comes out at -1547.63664 Eh.